73
Properties=species:S:1:pos:R:3:forces:R:3:mulliken_charge:R:1 method="wB97M-V/def2-TZVPD" largest_force_ha_per_bohr=0.0697 e_above_lowest_kcal_mol=49.8 e_homo_ha=-0.24596 total_charge=0 total_energy_ev=-41857.8332
C -1.49237 0.67908 5.47863 0.30 -0.31 0.11 -1.104
C -1.95513 1.43856 4.25801 -0.22 -0.26 0.12 -0.215
O -1.35720 0.76444 3.12566 0.16 0.83 -1.23 -0.054
C -1.68665 1.33682 1.91089 -2.84 -0.07 2.18 -0.119
O -2.68554 2.05694 1.90231 1.33 -0.91 0.11 -0.674
C -0.82438 1.10011 0.74026 3.14 0.20 -1.25 2.449
C 0.57901 0.79967 1.20855 1.75 -1.25 1.30 -0.659
O 0.96323 0.13301 2.17752 -1.41 1.00 -1.79 -0.689
O 1.49578 1.24374 0.31693 0.32 -0.05 -0.09 -0.136
C 2.85017 0.70698 0.47643 -1.02 -0.34 -0.49 -0.137
C 3.50307 1.30650 1.67124 0.50 0.37 0.70 -1.385
C -0.88466 2.29276 -0.23231 0.09 0.48 -0.48 1.039
C -0.21763 3.60305 0.19687 -0.23 0.03 0.23 -1.621
C -2.31786 2.59546 -0.65478 -0.48 0.73 0.01 -1.620
C -0.95732 -0.22891 -0.56362 -1.92 0.74 1.17 -1.028
C -0.40202 0.04194 -1.91897 0.67 0.99 -0.02 0.042
C 0.99619 0.02353 -2.17199 -0.84 -0.45 -0.69 0.059
C 1.52511 0.30713 -3.43408 -0.40 0.05 -0.37 -2.314
C 0.64483 0.66179 -4.47444 -0.63 0.35 1.42 0.571
C -0.74828 0.73665 -4.21667 0.60 -0.25 0.94 0.774
C -1.26722 0.46936 -2.95734 0.62 -0.73 -0.49 -0.015
C -1.43461 1.15746 -5.46695 -1.16 0.12 -0.65 -0.784
C -0.28062 1.48668 -6.45073 -0.63 0.14 -0.24 -0.694
N 0.91050 1.07679 -5.73980 0.77 -0.35 -0.62 0.029
C 2.23760 1.29599 -6.25376 0.30 0.10 -0.01 -1.046
C -0.61602 -1.49597 0.06141 0.34 -1.66 0.22 -0.333
C 0.53528 -2.28530 -0.25157 -0.89 0.65 0.63 -0.242
C 1.04604 -3.17712 0.69275 -0.79 -0.64 0.29 -1.771
C 0.22201 -3.50946 1.78303 -0.21 1.59 -0.29 0.573
C -1.08387 -2.96278 1.91360 0.59 0.60 -0.82 1.217
C -1.46738 -1.90222 1.11555 0.52 -0.81 -0.01 -0.783
C -1.71731 -3.50959 3.14053 -0.85 -0.29 0.65 -0.704
C -0.55812 -4.25310 3.85822 -0.31 0.07 0.08 -0.655
N 0.54129 -4.17465 2.91835 0.72 -0.87 0.19 0.019
C 1.86458 -4.65373 3.21613 0.06 -0.16 0.07 -0.973
H -1.94628 1.06910 6.38830 -0.11 0.12 -0.03 0.409
H -1.75565 -0.38446 5.40504 0.08 0.24 -0.03 0.174
H -0.40366 0.76328 5.59051 -0.23 -0.12 -0.07 0.293
H -3.05003 1.43480 4.15888 0.37 0.03 0.02 0.284
H -1.60909 2.48411 4.31738 -0.15 -0.33 -0.31 0.257
H 2.72688 -0.38565 0.58760 0.27 0.38 -0.09 0.241
H 3.35369 0.95435 -0.47677 -0.25 -0.13 0.48 0.361
H 4.52758 0.92188 1.77543 -0.20 0.13 -0.03 0.434
H 3.55087 2.40366 1.56339 -0.01 -0.39 0.16 0.316
H 2.92108 1.02231 2.56331 0.46 0.33 -0.37 0.263
H -0.35716 1.95936 -1.13706 -0.02 0.46 0.57 -0.234
H 0.85305 3.47156 0.40584 -0.42 0.14 0.01 0.233
H -0.33245 4.25557 -0.67948 0.18 0.18 0.39 0.483
H -0.73411 4.06959 1.06299 0.32 -0.21 -0.45 0.300
H -2.84691 1.72991 -1.06102 0.04 0.14 0.02 0.285
H -2.86591 2.93215 0.23815 0.09 0.07 -0.96 0.455
H -2.32159 3.39733 -1.41418 0.04 -0.39 0.15 0.373
H -2.02806 0.00817 -0.43793 0.17 -0.98 -1.21 1.240
H 1.67863 -0.29523 -1.40052 -0.13 0.20 -0.10 0.605
H 2.59485 0.24422 -3.62247 -0.18 0.05 0.20 0.167
H -2.34621 0.47923 -2.79726 0.28 0.15 0.01 0.458
H -2.10877 2.02436 -5.29911 0.39 -0.49 -0.17 0.300
H -2.06352 0.32966 -5.87116 0.36 0.56 0.25 0.254
H -0.26110 2.56033 -6.70775 0.12 -0.22 0.14 0.353
H -0.42333 0.93548 -7.39787 0.29 0.16 0.29 0.306
H 2.95367 0.67367 -5.69287 -0.27 0.22 -0.33 0.310
H 2.30441 1.02657 -7.32035 -0.10 0.00 0.36 0.328
H 2.56964 2.35037 -6.15890 -0.19 -0.32 0.01 0.318
H 1.00259 -2.23404 -1.23262 0.13 0.43 0.43 0.744
H 2.03536 -3.62442 0.59636 -0.36 0.05 -0.29 0.227
H -2.43079 -1.38909 1.26436 0.57 -0.17 0.09 0.428
H -2.14601 -2.70228 3.76123 0.17 -0.38 -0.20 0.186
H -2.54207 -4.21764 2.90311 0.45 0.43 0.12 0.242
H -0.82830 -5.29794 4.06041 0.09 0.12 0.05 0.316
H -0.31025 -3.77594 4.81829 0.11 -0.08 -0.16 0.398
H 2.50912 -4.52096 2.33373 -0.25 -0.12 0.45 0.258
H 2.32586 -4.11165 4.06146 -0.18 -0.08 -0.23 0.312
H 1.84343 -5.72334 3.47566 0.08 0.19 -0.08 0.310